Below is C28H37ClN4P2Pb as an isolated structure, with properties calculated with the ωB97M-V functional and the def2-TZVPD basis.

```
73
C28H37ClN4P2Pb the ωB97M-V functional and the def2-TZVPD basis
Pb -2.249 -1.783 -0.386
C -3.697 0.754 -1.875
C -2.561 1.477 -1.891
C -2.205 2.523 -0.891
C -2.483 2.077 0.565
C -2.327 0.614 0.828
C -3.436 -0.275 0.977
C -4.743 -0.194 0.211
C -4.799 0.892 -0.888
C -0.922 -3.194 0.884
H -3.963 0.156 -2.761
H -1.922 1.509 -2.779
H -2.758 3.468 -1.062
H -1.137 2.758 -0.987
H -1.808 2.647 1.226
H -3.491 2.371 0.835
H -1.442 0.445 1.465
H -3.554 -0.847 1.918
H -5.525 -0.013 0.962
H -5.004 -1.159 -0.264
H -5.744 0.767 -1.459
H -4.735 1.874 -0.392
H -0.504 -4.077 0.388
H -1.443 -3.499 1.800
H -0.054 -2.559 1.076
P 1.629 -0.520 1.915
P 2.430 -0.248 -1.337
N 0.248 -0.458 3.196
N 2.768 0.056 3.035
N 0.975 -0.549 -2.266
N 3.187 0.498 -2.911
C 1.134 0.969 0.915
C 2.050 1.239 -0.331
C -0.552 -1.534 3.595
C -1.649 -1.041 4.308
C -1.475 0.369 4.424
C -0.314 0.706 3.732
C 3.146 -0.728 4.151
C 3.958 0.054 4.960
C 4.049 1.364 4.346
C 3.302 1.345 3.184
C 0.976 -1.157 -3.508
C -0.336 -1.307 -3.956
C -1.173 -0.811 -2.937
C -0.371 -0.381 -1.865
C 2.722 1.462 -3.815
C 3.595 1.544 -4.897
C 4.635 0.584 -4.684
C 4.358 -0.043 -3.462
H 1.093 1.877 1.552
H 0.117 0.819 0.514
H 1.662 2.050 -0.960
H 3.029 1.584 0.034
H -0.241 -2.543 3.394
H -2.475 -1.618 4.697
H -2.115 1.056 4.958
H 0.202 1.653 3.641
H 2.778 -1.740 4.237
H 4.389 -0.255 5.900
H 4.580 2.218 4.739
H 3.063 2.108 2.449
H 1.939 -1.410 -3.960
H -0.692 -1.657 -4.913
H -2.258 -0.824 -2.964
H -0.536 0.344 -1.074
H 1.807 2.018 -3.611
H 3.516 2.237 -5.749
H 5.495 0.391 -5.331
H 4.871 -0.849 -2.948
Cl 1.917 -3.632 -1.156
C 0.619 -3.959 -2.102
H 0.628 -3.597 -3.104
H -0.172 -4.417 -1.534
```

Calculated values
- net charge = 0
- HOMO energy (spin up / spin down) (eV) = -6.9439 / -5.4400
- lowest unoccupied orbital energy (spin up / spin down) (eV) = 0.158 / 0.022

***

Below is CH4NOPS as an isolated structure, with properties calculated with the ωB97M-V functional and the def2-TZVPD basis.

```
9
CH4NOPS the ωB97M-V functional and the def2-TZVPD basis
C -0.539 -0.931 0.139
N 0.838 1.298 -0.045
O 0.759 -1.200 -0.372
P -0.844 0.905 -0.162
S 1.915 -0.016 -0.018
H -1.309 -1.375 -0.443
H -0.664 -1.098 1.317
H 0.831 1.684 1.176
H -0.986 0.734 -1.592
```

Calculated values
- energy relative to the best compared isomer or geometry (same formula, charge and spin) (kJ/mol) = 173.14
- net charge = 0
- HOMO energy (eV) = -8.3308
- lowest unoccupied orbital energy (eV) = 0.523